[1]
ORCA calculation (wB97M-V/def2-TZVPD) on a cluster of 2 separate species, C5H7N in total.

ORCA input file:
```
! RIJCOSX wB97M-V def2-TZVPD def2/J DEFGRID3
* xyz 0 1
C 2.655 0.463 -0.301
C 1.616 -0.038 0.670
C 0.616 -0.815 0.335
N -0.381 -1.461 0.005
H 3.641 0.042 -0.074
H 2.399 0.197 -1.330
H 2.739 1.554 -0.245
H 1.690 0.240 1.718
H -0.255 -2.474 0.039
C -4.178 0.914 -0.208
C -3.186 0.232 -0.202
H -5.059 1.517 -0.213
H -2.296 -0.372 -0.196
*
```

As for the LUMO energy: 0.86 eV. The value obtained for the HOMO-LUMO gap is 9.92 eV. The SMILES is CC=C=N.C#C. Its relative energy (zero: lowest compared OMol25 entry of this formula, charge and spin) is 3.513 eV. As for the total energy: -6784.9992 eV.


[2]
ORCA calculation (wB97M-V/def2-TZVPD) on a structure of composition C37H56BN8O4PRuS5 at a distorted geometry.

ORCA input file:
```
! RIJCOSX wB97M-V def2-TZVPD def2/J DEFGRID3
* xyz 0 5
Ru -0.041 0.145 0.462
C -2.438 -5.107 -2.444
C -2.321 -3.649 -1.979
C -3.389 -2.773 -2.643
C -2.545 -3.604 -0.470
N -1.002 -3.153 -2.392
C -0.635 -3.126 -3.716
C 0.628 -2.662 -3.792
N 1.059 -2.387 -2.525
B 2.448 -1.783 -2.274
N 2.935 -1.947 -0.813
C 3.545 -3.097 -0.404
C 4.018 -2.908 0.846
N 3.683 -1.632 1.239
C 3.006 -1.068 0.202
S 2.325 0.497 0.179
C 4.320 -0.954 2.384
C 3.404 0.008 3.148
C 5.507 -0.180 1.796
C 4.803 -2.016 3.377
N 2.537 -0.299 -2.676
C 3.764 0.275 -2.863
C 3.586 1.484 -3.434
N 2.237 1.676 -3.606
C 1.605 0.583 -3.087
S -0.052 0.345 -2.882
C 1.643 2.797 -4.346
C 0.856 3.687 -3.387
C 0.740 2.226 -5.441
C 2.743 3.632 -5.007
C 0.053 -2.684 -1.681
S 0.197 -2.572 -0.006
H -3.401 -5.507 -2.141
H -1.656 -5.706 -1.983
H -2.355 -5.196 -3.523
H -4.367 -3.036 -2.249
H -3.410 -2.900 -3.721
H -3.199 -1.727 -2.416
H -3.529 -4.013 -0.255
H -2.509 -2.584 -0.102
H -1.802 -4.190 0.062
H -1.296 -3.423 -4.498
H 1.260 -2.496 -4.636
H 3.225 -2.377 -2.968
H 3.590 -3.954 -1.043
H 4.550 -3.591 1.468
H 2.807 0.630 2.486
H 4.023 0.665 3.756
H 2.730 -0.522 3.816
H 5.144 0.620 1.155
H 6.139 -0.847 1.212
H 6.105 0.259 2.589
H 3.999 -2.711 3.610
H 5.106 -1.526 4.298
H 5.656 -2.568 2.992
H 4.662 -0.224 -2.563
H 4.324 2.204 -3.711
H -0.006 3.155 -2.999
H 0.513 4.582 -3.897
H 1.480 3.979 -2.546
H -0.053 1.624 -5.007
H 1.322 1.602 -6.118
H 0.291 3.035 -6.010
H 3.347 4.149 -4.267
H 2.276 4.386 -5.634
H 3.382 3.020 -5.641
O -6.737 -0.359 2.192
C -6.322 -0.197 0.855
C -4.824 -0.114 0.766
C -4.218 0.338 -0.434
C -2.846 0.376 -0.498
N -2.057 -0.033 0.489
C -2.615 -0.502 1.666
C -4.023 -0.493 1.805
C -1.708 -1.070 2.590
C -2.083 -1.768 3.762
C -1.151 -2.438 4.506
C -1.542 -3.192 5.749
O -2.453 -2.494 6.566
C 0.191 -2.436 4.065
C 0.503 -1.718 2.937
N -0.377 -1.017 2.244
H -7.698 -0.366 2.225
H -6.762 0.710 0.414
H -6.655 -1.057 0.249
H -4.815 0.658 -1.271
H -2.341 0.736 -1.390
H -4.473 -0.819 2.729
H -3.118 -1.776 4.064
H -0.633 -3.448 6.315
H -2.050 -4.126 5.482
H -2.105 -1.609 6.720
H 0.950 -2.985 4.598
H 1.511 -1.720 2.546
C 0.944 6.559 1.574
C 1.241 5.198 2.184
O 1.062 4.184 1.195
P -0.162 3.164 1.199
S -0.153 2.344 -0.631
S -0.165 1.969 2.796
O -1.412 4.191 1.277
C -2.712 3.691 0.988
C -3.713 4.816 1.167
H 1.183 7.347 2.283
H -0.107 6.619 1.306
H 1.542 6.702 0.676
H 0.591 4.998 3.043
H 2.289 5.134 2.499
H -2.944 2.853 1.657
H -2.728 3.331 -0.049
H -3.774 5.102 2.214
H -4.688 4.475 0.833
H -3.412 5.679 0.577
*
```

As for the LUMO energy (spin up / spin down): 0.48 / -0.69 eV. The value obtained for the HOMO-LUMO gap (spin up / spin down) is 5.38 / 6.30 eV. The expectation value of S² is 6.04. Its relative energy (zero: lowest compared OMol25 entry of this formula, charge and spin) is 1.098 eV. As for the total energy: -126118.4576 eV.


[3]
ORCA calculation (wB97M-V/def2-TZVPD) on the ion C6H11N2 with charge +1 at a distorted geometry.

ORCA input file:
```
! RIJCOSX wB97M-V def2-TZVPD def2/J DEFGRID3
* xyz 1 1
C -2.029 -1.118 -0.178
C 0.718 1.187 0.079
C -0.720 -0.685 -0.695
C -0.652 1.310 0.762
C -1.440 0.100 0.364
C 2.045 -0.649 -0.853
N 1.069 -0.224 0.039
N -0.757 0.198 1.663
H -2.628 -1.011 -1.093
H -2.238 -2.083 0.436
H 0.597 1.483 -1.040
H 1.473 1.743 0.415
H -0.691 -0.319 -1.693
H -0.742 2.363 0.992
H 2.093 -1.800 -1.077
H 1.957 -0.193 -1.926
H 3.067 -0.386 -0.485
H 0.211 -0.119 1.669
H -1.333 0.201 2.621
*
```

As for the LUMO energy (spin up / spin down): -3.92 / -3.92 eV. The value obtained for the HOMO-LUMO gap (spin up / spin down) is 9.24 / 9.24 eV. Its relative energy (zero: lowest compared OMol25 entry of this formula, charge and spin) is 8.146 eV. As for the total energy: -9366.5891 eV.


[4]
ORCA calculation (wB97M-V/def2-TZVPD) on an isolated molecule of C4H6N2O2 at a distorted geometry.

ORCA input file:
```
! RIJCOSX wB97M-V def2-TZVPD def2/J DEFGRID3
* xyz 0 1
C 2.223 -0.465 0.298
C 1.207 0.019 1.023
C -0.121 -0.780 1.234
O -0.530 -0.991 2.359
N -0.751 -0.977 0.057
C -1.106 0.155 -0.493
N -1.438 0.239 -1.800
O -1.442 1.272 0.166
H 3.230 -0.081 0.421
H 2.075 -1.270 -0.416
H 1.351 0.817 1.742
H -1.212 1.116 -2.251
H -1.125 -0.571 -2.325
H -2.361 1.516 -0.015
*
```

As for the LUMO energy: 0.37 eV. The value obtained for the HOMO-LUMO gap is 9.81 eV. The SMILES is C=CC(=O)/N=C(/N)O. Its relative energy (zero: lowest compared OMol25 entry of this formula, charge and spin) is 1.942 eV. As for the total energy: -11319.0998 eV.


[5]
ORCA calculation (wB97M-V/def2-TZVPD) on a cluster of 6 separate species, H12O6 in total at a distorted geometry.

ORCA input file:
```
! RIJCOSX wB97M-V def2-TZVPD def2/J DEFGRID3
* xyz 0 1
O -1.002 2.736 -2.190
H -0.453 2.498 -1.403
H -1.938 2.434 -1.980
O -0.178 -0.442 -1.052
H -0.046 -0.011 -1.860
H 0.618 -0.271 -0.536
O 2.309 0.634 0.499
H 3.218 0.409 0.497
H 2.300 1.611 0.277
O 0.750 -1.160 2.136
H 1.075 -0.334 1.792
H 0.017 -0.886 2.696
O -0.154 -2.954 0.138
H -0.183 -2.617 -0.734
H -0.009 -2.186 0.697
O -2.461 0.061 0.256
H -2.198 0.563 1.023
H -1.663 -0.085 -0.257
*
```

As for the LUMO energy: -0.40 eV. The value obtained for the HOMO-LUMO gap is 9.91 eV. The SMILES is O.O.O.O.O.O. Its relative energy (zero: lowest compared OMol25 entry of this formula, charge and spin) is 1.396 eV. As for the total energy: -12479.7180 eV.


[6]
ORCA calculation (wB97M-V/def2-TZVPD) on an isolated molecule of C3H6N2 at a distorted geometry.

ORCA input file:
```
! RIJCOSX wB97M-V def2-TZVPD def2/J DEFGRID3
* xyz 0 1
H -0.714 1.538 -2.543
N -0.882 0.573 -2.054
C -0.043 0.500 -1.079
N -0.220 -0.607 -0.150
C 0.840 -0.925 0.623
C -0.471 -0.348 1.212
H 0.575 1.416 -0.766
H 1.074 -1.943 0.801
H 1.344 -0.005 0.713
H -0.384 0.749 1.393
H -1.117 -0.947 1.851
*
```

As for the LUMO energy: 1.05 eV. The value obtained for the HOMO-LUMO gap is 10.50 eV. The SMILES is [H]/N=C/N1CC1. Its relative energy (zero: lowest compared OMol25 entry of this formula, charge and spin) is 3.334 eV. As for the total energy: -6185.2107 eV.


relative energy (zero: lowest compared OMol25 entry of this formula, charge and spin) of number 5 (H12O6)?
1.396 eV


Which of these has the highest relative energy (zero: lowest compared OMol25 entry of this formula, charge and spin)?
C6H11N2


Among the records above, which one has the highest relative energy (zero: lowest compared OMol25 entry of this formula, charge and spin)?
C6H11N2